[1]
ORCA calculation (ωB97M-V/def2-TZVPD) on 2 unconnected molecules or ions with the total composition C10H23OP in a non-equilibrium geometry.

LUMO energy: 0.503 eV
Spin multiplicity: 1
Energy above the lowest of the compared OMol25 structures with the same formula, charge and spin: 60.54 kcal/mol

Element x y z (Å)
H  0.314  1.049  -2.894
H  -1.542  2.273  0.735
H  2.699  -1.524  -0.278
H  1.835  -2.929  -0.770
C  -0.692  1.520  -1.071
C  1.747  -1.886  -0.559
H  -0.261  -3.428  0.908
H  1.486  1.674  -1.645
H  -2.119  2.549  -2.363
H  -1.079  3.615  -0.653
H  1.813  -2.830  2.216
H  0.141  0.702  3.206
H  2.169  -1.111  2.363
C  -0.468  -2.504  0.590
H  1.429  -1.385  -1.418
C  0.481  1.667  -2.003
O  1.296  0.727  0.633
H  -0.866  -2.569  -0.478
H  -2.810  1.557  -1.172
H  0.708  -1.885  2.835
C  0.768  -1.659  0.609
P  -1.144  0.344  2.692
H  -1.009  -0.808  3.478
H  0.391  2.696  -2.279
C  -0.802  0.141  -0.506
H  -1.707  -0.110  -0.011
H  -2.254  0.785  -2.627
C  -2.094  1.591  -1.940
C  0.279  -0.210  0.580
H  0.196  2.719  0.469
H  -0.596  -0.676  -1.289
C  -0.761  2.641  -0.015
H  -1.170  -1.980  1.204
H  1.929  0.308  1.125
C  1.375  -1.858  1.987

***

[2]
ORCA calculation (ωB97M-V/def2-TZVPD) on a single C5H10BrClSi molecule in a non-equilibrium geometry.

LUMO energy (alpha / beta): -1.777 / -2.800 eV
Spin multiplicity: 1
Energy above the lowest of the compared OMol25 structures with the same formula, charge and spin: 84.23 kcal/mol

Element x y z (Å)
H  2.527  2.071  -0.369
H  -2.335  0.880  0.443
H  -0.539  0.015  -2.562
Br  3.314  -0.268  -0.069
C  -2.486  0.003  -0.088
H  0.372  1.655  0.455
H  0.099  -0.505  1.980
H  -3.475  -0.463  0.006
H  0.961  -0.928  -2.085
Si  -0.860  -1.001  -0.145
H  1.343  1.445  1.847
C  2.125  1.138  -0.016
H  1.258  -1.315  1.020
Cl  -1.252  -2.888  0.412
C  1.036  1.003  0.943
C  -0.051  -0.690  -1.740
H  -2.596  0.330  -1.112
C  0.559  -0.482  1.079

***

Quick rundown of total energy, same order as above: -811.26506, -3520.04658 a.u.